Record 1
{
  "formula": "C23H34O18",
  "method": "wB97M-V/def2-TZVPD",
  "orbital_gap_ev": 10.37,
  "de_lowest_ev": 1.047,
  "charge": 0,
  "smiles": "C[C@H]1COC(=O)O1.C[C@H]1COC(=O)O1.C[C@H]1COC(=O)O1.C[C@H]1COC(=O)O1.C[C@H]1COC(=O)O1.O=C1OCCO1",
  "energy_ev": -61258.1022,
  "elements": ["C", "C", "C", "O", "C", "O", "O", "H", "H", "H", "H", "H", "H", "C", "C", "C", "O", "C", "O", "O", "H", "H", "H", "H", "H", "H", "C", "C", "C", "O", "C", "O", "O", "H", "H", "H", "H", "H", "H", "C", "C", "C", "O", "C", "O", "O", "H", "H", "H", "H", "H", "H", "C", "C", "C", "O", "C", "O", "O", "H", "H", "H", "H", "H", "H", "O", "C", "O", "C", "C", "O", "H", "H", "H", "H"],
  "xyz": [[1.619, 0.155, 0.636], [0.980, 1.517, 0.901], [-0.461, 1.451, 1.398], [-0.534, 2.512, 2.356], [0.732, 2.767, 2.767], [1.008, 3.533, 3.630], [1.631, 2.084, 2.046], [2.700, 0.120, 0.726], [1.298, -0.208, -0.345], [1.217, -0.633, 1.280], [1.063, 2.157, 0.020], [-0.638, 0.486, 1.883], [-1.206, 1.546, 0.609], [-5.759, -0.971, -3.481], [-5.262, 0.432, -3.171], [-5.684, 1.058, -1.845], [-4.499, 1.631, -1.328], [-3.445, 0.977, -1.839], [-2.346, 1.004, -1.378], [-3.829, 0.271, -2.915], [-5.340, -1.250, -4.445], [-6.848, -0.954, -3.506], [-5.353, -1.629, -2.718], [-5.447, 1.176, -3.949], [-6.030, 0.329, -1.103], [-6.453, 1.810, -2.011], [4.248, -1.831, -0.634], [5.270, -2.844, -1.102], [4.998, -3.342, -2.525], [6.304, -3.418, -3.075], [7.150, -2.654, -2.351], [8.281, -2.486, -2.685], [6.544, -2.185, -1.261], [4.052, -0.998, -1.314], [4.384, -1.396, 0.354], [3.270, -2.332, -0.624], [5.439, -3.642, -0.377], [4.300, -2.688, -3.047], [4.610, -4.358, -2.449], [3.872, 5.515, 2.179], [3.424, 6.874, 1.621], [2.308, 6.773, 0.541], [1.352, 7.734, 1.002], [1.692, 8.200, 2.238], [1.089, 9.046, 2.806], [2.752, 7.533, 2.692], [3.014, 4.866, 2.348], [4.352, 5.644, 3.147], [4.551, 5.107, 1.426], [4.237, 7.495, 1.246], [1.851, 5.798, 0.415], [2.811, 7.167, -0.342], [-0.634, -2.230, -0.872], [-1.567, -3.321, -1.381], [-3.039, -2.922, -1.567], [-3.388, -3.409, -2.852], [-2.352, -4.072, -3.378], [-2.342, -4.719, -4.372], [-1.217, -3.823, -2.672], [-0.835, -1.842, 0.122], [-0.611, -1.387, -1.568], [0.358, -2.683, -0.943], [-1.528, -4.164, -0.689], [-3.255, -1.855, -1.541], [-3.549, -3.389, -0.721], [-0.651, -1.916, 2.705], [-1.526, -2.609, 3.139], [-2.353, -2.238, 4.122], [-3.171, -3.336, 4.536], [-2.742, -4.488, 3.581], [-1.761, -3.878, 2.764], [-2.929, -3.587, 5.568], [-4.199, -2.999, 4.419], [-3.613, -4.761, 2.985], [-2.366, -5.322, 4.165]],
  "mulliken_charge": [-1.082, 0.520, 0.289, -0.382, 0.570, -0.563, -0.441, 0.303, 0.296, 0.197, 0.195, 0.106, 0.085, -1.045, 0.263, -0.505, -0.331, 0.619, -0.483, -0.346, 0.346, 0.405, 0.131, 0.339, 0.262, 0.339, -1.497, 0.390, -0.438, -0.345, 0.649, -0.535, -0.365, 0.405, 0.433, 0.342, 0.344, 0.319, 0.303, -1.100, 0.313, -0.313, -0.358, 0.665, -0.532, -0.370, 0.106, 0.349, 0.372, 0.357, 0.223, 0.284, -1.139, 0.325, 0.344, -0.305, 0.558, -0.545, -0.422, 0.258, 0.370, 0.294, 0.269, -0.324, 0.265, -0.538, 0.662, -0.333, -0.286, -0.250, -0.331, 0.250, 0.259, 0.264, 0.265]
}

Record 2
{
  "formula": "C23H35I2MgN3O4PSSeSi",
  "method": "wB97M-V/def2-TZVPD",
  "orbital_gap_ev": 6.51,
  "de_lowest_ev": 0.617,
  "charge": -1,
  "energy_ev": -152083.2094,
  "elements": ["Mg", "I", "C", "C", "C", "I", "C", "O", "C", "C", "N", "C", "C", "C", "C", "C", "C", "N", "C", "H", "H", "H", "H", "H", "H", "H", "H", "H", "H", "H", "C", "Si", "C", "C", "Se", "H", "H", "H", "H", "H", "H", "H", "H", "H", "S", "C", "N", "C", "C", "O", "P", "O", "C", "C", "O", "C", "C", "H", "H", "H", "H", "H", "H", "H", "H", "H", "H", "H", "H", "H", "H", "H"],
  "xyz": [[-0.108, 0.021, 0.586], [1.434, -5.630, 5.255], [0.707, -3.886, 4.290], [0.783, -2.677, 4.955], [0.364, -1.550, 4.296], [0.518, 0.332, 5.230], [-0.131, -1.545, 2.972], [-0.428, -0.460, 2.385], [-0.230, -2.825, 2.354], [-0.787, -2.902, 0.962], [-0.025, -2.076, 0.037], [1.356, -2.500, -0.072], [2.145, -1.921, 1.067], [3.013, -2.655, 1.871], [3.701, -1.996, 2.877], [3.492, -0.637, 3.046], [2.622, 0.013, 2.183], [1.979, -0.618, 1.221], [0.184, -3.964, 3.013], [1.171, -2.613, 5.961], [-0.797, -3.958, 0.630], [-1.816, -2.527, 0.970], [-0.468, -2.125, -0.875], [1.450, -3.599, -0.098], [1.771, -2.082, -0.994], [3.135, -3.718, 1.716], [4.392, -2.529, 3.518], [3.994, -0.085, 3.828], [2.440, 1.079, 2.256], [0.113, -4.925, 2.520], [-1.906, 4.622, 0.424], [-0.726, 3.670, 1.592], [0.463, 4.857, 2.516], [-1.809, 2.640, 2.772], [0.688, 2.404, 0.316], [-2.694, 5.130, 0.970], [-2.367, 3.912, -0.257], [-1.373, 5.354, -0.172], [-0.047, 5.661, 3.034], [1.143, 5.283, 1.787], [1.062, 4.311, 3.236], [-2.337, 3.243, 3.505], [-1.213, 1.903, 3.296], [-2.545, 2.096, 2.185], [-2.774, -0.110, 0.333], [-3.070, 0.998, -0.813], [-3.347, 1.753, -1.653], [-0.247, 3.225, -3.445], [-1.280, 2.198, -3.880], [-0.836, 0.854, -3.721], [-0.599, 0.182, -2.248], [-1.188, -1.319, -2.633], [-2.571, -1.553, -2.814], [-2.886, -1.773, -4.285], [0.953, -0.289, -2.358], [1.522, -0.743, -3.577], [2.269, 0.371, -4.292], [-0.636, 4.227, -3.614], [0.681, 3.111, -4.005], [-0.029, 3.114, -2.384], [-1.499, 2.293, -4.951], [-2.202, 2.346, -3.308], [-3.157, -0.715, -2.429], [-2.828, -2.450, -2.236], [-2.727, -0.847, -4.831], [-3.924, -2.081, -4.389], [-2.236, -2.540, -4.703], [0.747, -1.153, -4.229], [2.216, -1.552, -3.313], [1.564, 1.130, -4.614], [2.788, -0.025, -5.163], [2.986, 0.823, -3.612]],
  "mulliken_charge": [1.895, -0.014, -0.454, -0.445, -0.189, 0.009, 0.206, -0.258, 0.666, -1.279, -0.123, -0.443, 0.900, -1.117, -0.355, -0.793, -0.233, -0.095, -0.553, 0.396, 0.386, 0.446, 0.053, 0.379, -0.260, 0.432, 0.411, 0.433, 0.349, 0.419, -0.992, 0.694, -1.173, -0.527, -0.701, 0.353, 0.186, 0.276, 0.347, 0.286, 0.264, 0.494, -0.286, 0.174, -0.535, 0.651, -0.823, -0.781, -0.149, -0.447, 0.721, -0.648, -0.091, -1.410, -0.435, -0.299, -1.105, 0.406, 0.263, -0.015, 0.263, 0.361, 0.174, 0.339, 0.228, 0.428, 0.332, 0.199, 0.435, 0.052, 0.418, 0.302]
}

Record 3
{
  "formula": "C23H35MoN2O4S",
  "method": "wB97M-V/def2-TZVPD",
  "orbital_gap_ev": [6.45, 5.57],
  "de_lowest_ev": 1.088,
  "s_squared": 1.159,
  "charge": 0,
  "spin_multiplicity": 2,
  "energy_ev": -48276.4283,
  "elements": ["Mo", "C", "O", "C", "C", "O", "C", "C", "O", "C", "H", "H", "H", "H", "H", "H", "H", "H", "H", "H", "H", "H", "H", "H", "O", "N", "C", "C", "C", "C", "C", "S", "H", "H", "H", "H", "C", "C", "C", "C", "C", "C", "C", "C", "C", "C", "C", "C", "N", "H", "H", "H", "H", "H", "H", "H", "H", "H", "H", "H", "H", "H", "H", "H", "H", "H"],
  "xyz": [[0.106, 0.614, 0.153], [-2.047, 3.473, -2.062], [-1.927, 2.139, -1.622], [-2.211, 1.169, -2.599], [-1.042, 0.934, -3.571], [0.066, 0.549, -2.790], [1.334, 0.607, -3.391], [2.329, 0.181, -2.304], [2.158, 0.912, -1.107], [2.580, 2.262, -1.199], [-3.053, 3.667, -2.456], [-1.310, 3.729, -2.833], [-1.878, 4.105, -1.191], [-3.109, 1.445, -3.170], [-2.394, 0.243, -2.042], [-0.818, 1.853, -4.134], [-1.314, 0.143, -4.290], [1.552, 1.631, -3.739], [1.403, -0.075, -4.251], [3.359, 0.302, -2.668], [2.157, -0.863, -2.023], [3.555, 2.319, -1.700], [2.670, 2.638, -0.176], [1.851, 2.886, -1.731], [-1.716, 0.689, 0.948], [-2.155, 1.775, 1.587], [-3.398, 1.735, 2.153], [-3.891, 2.800, 2.845], [-3.121, 3.964, 2.990], [-1.875, 4.003, 2.372], [-1.392, 2.918, 1.663], [0.091, 2.953, 0.791], [-3.930, 0.810, 1.999], [-4.880, 2.741, 3.270], [-3.490, 4.806, 3.550], [-1.248, 4.879, 2.417], [1.041, -0.604, 3.598], [2.249, -1.237, 2.902], [3.065, -0.178, 2.165], [1.806, -2.402, 2.042], [2.195, -3.665, 2.442], [1.722, -4.807, 1.816], [0.817, -4.680, 0.774], [0.418, -3.445, 0.304], [-0.524, -3.405, -0.882], [0.210, -2.878, -2.121], [-1.804, -2.596, -0.646], [0.939, -2.254, 0.909], [0.613, -1.069, 0.439], [1.363, 0.228, 4.222], [0.544, -1.338, 4.228], [0.328, -0.239, 2.849], [2.895, -1.644, 3.691], [2.427, 0.351, 1.443], [3.899, -0.635, 1.639], [3.457, 0.541, 2.884], [2.885, -3.763, 3.271], [2.042, -5.786, 2.141], [0.417, -5.573, 0.309], [-0.822, -4.441, -1.082], [0.309, -1.796, -2.032], [-0.340, -3.107, -3.035], [1.199, -3.330, -2.195], [-1.562, -1.544, -0.453], [-2.349, -2.982, 0.214], [-2.449, -2.661, -1.523]],
  "nbo_charge": [0.933, -0.249, -0.539, -0.082, -0.080, -0.560, -0.084, -0.082, -0.525, -0.257, 0.168, 0.163, 0.207, 0.173, 0.213, 0.167, 0.181, 0.169, 0.185, 0.181, 0.226, 0.179, 0.219, 0.179, -0.542, 0.012, 0.040, -0.275, -0.165, -0.234, 0.027, -0.219, 0.235, 0.231, 0.224, 0.237, -0.595, -0.248, -0.599, 0.055, -0.241, -0.238, -0.210, -0.023, -0.233, -0.606, -0.597, 0.092, -0.667, 0.200, 0.206, 0.210, 0.194, 0.215, 0.203, 0.198, 0.201, 0.204, 0.200, 0.195, 0.214, 0.196, 0.205, 0.215, 0.207, 0.192]
}

Record 4
{
  "formula": "C23H35N3O3",
  "method": "wB97M-V/def2-TZVPD",
  "orbital_gap_ev": 8.94,
  "de_lowest_ev": 2.058,
  "charge": 0,
  "smiles": "CCN(CC)CCN(C)C(=O)c1ccc(OC2CCN(C(=O)C3CC3)CC2)cc1",
  "energy_ev": -35031.7379,
  "elements": ["C", "C", "N", "C", "C", "C", "C", "N", "C", "C", "O", "C", "C", "C", "C", "O", "C", "C", "C", "N", "C", "O", "C", "C", "C", "C", "C", "C", "C", "H", "H", "H", "H", "H", "H", "H", "H", "H", "H", "H", "H", "H", "H", "H", "H", "H", "H", "H", "H", "H", "H", "H", "H", "H", "H", "H", "H", "H", "H", "H", "H", "H", "H", "H"],
  "xyz": [[-2.983, 5.885, -4.100], [-3.244, 6.208, -2.632], [-3.280, 5.019, -1.796], [-4.381, 4.110, -2.066], [-5.788, 4.643, -1.773], [-3.117, 5.336, -0.385], [-1.637, 5.422, 0.016], [-0.990, 4.125, 0.012], [-0.561, 3.638, -1.277], [-1.010, 3.397, 1.151], [-1.566, 3.792, 2.164], [-0.284, 2.091, 1.137], [-0.940, 0.946, 1.563], [-0.287, -0.272, 1.634], [1.061, -0.355, 1.301], [1.826, -1.479, 1.345], [1.252, -2.727, 1.696], [2.412, -3.656, 2.066], [3.275, -3.952, 0.835], [2.465, -4.521, -0.214], [2.437, -5.825, -0.591], [1.554, -6.266, -1.304], [3.574, -6.679, -0.107], [3.452, -8.161, -0.297], [3.328, -7.581, 1.074], [1.397, -3.640, -0.636], [0.458, -3.331, 0.530], [1.732, 0.803, 0.900], [1.070, 2.007, 0.817], [-2.765, 6.803, -4.641], [-2.130, 5.217, -4.190], [-3.844, 5.415, -4.566], [-4.168, 6.805, -2.544], [-2.423, 6.829, -2.266], [-4.206, 3.213, -1.463], [-4.319, 3.814, -3.115], [-6.027, 5.488, -2.413], [-6.518, 3.859, -1.957], [-5.873, 4.957, -0.735], [-3.568, 4.545, 0.216], [-3.608, 6.284, -0.118], [-1.578, 5.810, 1.035], [-1.087, 6.081, -0.659], [-1.346, 3.855, -2.004], [0.362, 4.136, -1.588], [-0.389, 2.565, -1.241], [-1.982, 1.011, 1.841], [-0.839, -1.139, 1.961], [0.602, -2.603, 2.575], [3.025, -3.181, 2.833], [2.006, -4.586, 2.464], [4.081, -4.629, 1.110], [3.706, -3.013, 0.472], [4.556, -6.236, -0.211], [4.341, -8.719, -0.547], [2.553, -8.510, -0.781], [2.347, -7.556, 1.526], [4.132, -7.726, 1.780], [0.855, -4.136, -1.442], [1.839, -2.709, -1.008], [-0.314, -2.637, 0.196], [-0.022, -4.251, 0.867], [2.782, 0.728, 0.664], [1.608, 2.895, 0.519]],
  "nbo_charge": [-0.616, -0.211, -0.471, -0.206, -0.638, -0.225, -0.224, -0.433, -0.425, 0.668, -0.634, -0.164, -0.143, -0.334, 0.398, -0.532, 0.098, -0.420, -0.215, -0.438, 0.685, -0.635, -0.340, -0.399, -0.405, -0.229, -0.441, -0.286, -0.164, 0.214, 0.209, 0.202, 0.166, 0.193, 0.194, 0.193, 0.202, 0.215, 0.206, 0.213, 0.177, 0.238, 0.191, 0.235, 0.184, 0.220, 0.225, 0.220, 0.185, 0.222, 0.211, 0.219, 0.204, 0.228, 0.215, 0.241, 0.217, 0.215, 0.250, 0.197, 0.221, 0.218, 0.223, 0.217]
}